The following is a quantum chemistry calculation of a molecular structure, C26H34IIrN3O2Si2, from OMol25.

```
! wB97M-V def2-TZVPD RIJCOSX def2/J DEFGRID3
* xyz 2 2
Ir 0.1398 1.2620 0.6555
I 0.7179 1.8157 3.1499
Si -1.8672 -0.9421 2.1667
Si -1.6177 -1.1484 -1.1800
O 4.4154 -1.5063 -1.6711
O 0.1623 1.3744 -1.3430
N 1.8066 1.3277 -4.4556
N -1.6840 2.1640 0.5483
N 2.0262 0.3562 0.6412
C -4.3641 2.5148 0.2020
C 2.8935 0.6457 -4.1273
C -3.8470 1.2324 0.2089
C 2.6878 -0.0454 1.8584
C 2.7872 0.3752 -0.4029
C 2.9607 0.1390 4.2610
C 2.3310 0.4978 3.0844
C 3.2672 0.3089 -2.8055
C -2.2352 -0.0980 -2.6026
C 4.3148 -1.3989 3.0072
C -2.1708 3.4119 0.5218
C -2.8580 -2.5397 -1.0840
C 0.9346 1.6446 -3.5213
C -3.3305 -2.1019 2.1702
C 2.3885 0.6270 -1.7838
C -0.2506 2.4522 -3.9011
C 3.9708 -0.8123 4.2147
C 3.6742 -1.0286 1.8355
C -0.3498 -1.9380 2.6148
C 0.0819 -1.8778 -1.4589
C -2.3825 0.4048 3.3774
C -2.4753 1.0969 0.3790
C 1.1325 1.2150 -2.1445
C -1.5717 -0.0662 0.4490
C -3.5219 3.6157 0.3555
C 4.5711 -0.4227 -2.5724
H -3.0361 -2.8830 -2.1062
H -2.0102 1.4059 3.1582
H -0.9563 1.8223 -4.4501
H -0.7587 2.8765 -3.0397
H 0.0665 3.2380 -4.5862
H -4.2268 -1.6646 1.7296
H 5.3073 0.2631 -2.1432
H -4.4764 0.3629 0.0792
H 3.9177 -1.5299 0.9072
H -0.3538 -2.1678 3.6820
H 0.1506 -2.2560 -2.4812
H -5.4268 2.6688 0.0718
H 3.5310 0.3442 -4.9519
H -3.4725 0.4689 3.3767
H 0.8890 -1.1650 -1.3054
H -1.6982 0.8377 -2.7513
H -3.2879 0.1469 -2.4476
H -3.5634 -2.3065 3.2189
H -0.3672 -2.8906 2.0820
H -3.1364 -3.0561 1.6919
H -2.0820 0.1504 4.3957
H 4.2748 -2.3217 -2.1630
H -3.9159 4.6212 0.3479
H -3.8199 -2.2243 -0.6825
H -2.1819 -0.6773 -3.5267
H 2.6600 0.5724 5.2050
H 3.8421 0.1817 -0.2593
H 4.9775 -0.7525 -3.5298
H -1.4655 4.2210 0.6529
H -2.5104 -3.3977 -0.5144
H 0.2543 -2.7223 -0.7894
H 5.0777 -2.1640 2.9737
H 0.5966 -1.4471 2.3788
H 4.4635 -1.1113 5.1289
*
```

Energy above the lowest of the compared OMol25 structures with the same formula, charge and spin = 0.00 kcal per mole
Gap between HOMO and LUMO (spin up / spin down) = 7.31 / 5.31 eV

The following is a quantum chemistry calculation of a single C5H9N molecule at a distorted geometry, from OMol25.

```
! wB97M-V def2-TZVPD RIJCOSX def2/J DEFGRID3
* xyz 0 1
N 0.8704 -0.2570 -0.6686
C -0.2973 -0.6391 0.1892
C -2.6885 0.3098 0.0762
C 1.5769 0.8995 -0.1447
C 2.1861 -0.3753 0.0474
C -1.6224 -0.2690 -0.5204
H -2.7776 0.7891 1.1952
H 2.3878 -0.7334 1.1326
H 2.1275 1.4990 -0.9502
H -1.8568 -0.6131 -1.5678
H 3.1266 -0.6042 -0.5056
H -0.2977 -1.7409 0.4961
H -0.1325 -0.0531 1.2134
H -3.6475 0.3650 -0.5976
H 1.0450 1.4227 0.6047
*
```

Energy above the lowest of the compared OMol25 structures with the same formula, charge and spin = 78.36 kcal per mole
Gap between HOMO and LUMO = 10.60 eV

The following is a quantum chemistry calculation of a molecular structure, C18H61N3O11 at a distorted geometry, from OMol25.

```
! wB97M-V def2-TZVPD RIJCOSX def2/J DEFGRID3
* xyz 0 1
O -0.4089 -0.7191 4.3521
O -0.7171 3.5690 0.2391
O 0.5825 -1.5798 -3.2829
O -2.6714 -1.9130 1.5536
O 4.1365 0.1007 -0.1582
O -1.2319 2.3904 2.0321
O -0.7642 0.6395 1.0923
O -2.9913 0.8588 2.2111
O 1.3575 3.9532 1.2637
O -4.1312 0.4117 -0.7649
O 1.9595 1.6657 -3.0454
N 0.8813 -0.3381 1.5514
N -4.6299 -3.1572 0.2392
N 4.4889 0.4101 -3.1963
C 1.4943 2.6723 1.8037
C 3.4757 0.2695 -4.1969
C 1.2116 -0.5503 -0.8868
C -1.7512 -1.2429 2.3981
C 0.6450 2.0298 -2.6887
C -2.4930 -3.8279 -0.8471
C -0.4793 -2.0219 -2.4177
C -3.4048 -3.9349 0.3992
C -2.7764 -3.3227 1.6499
C -3.2097 0.9816 3.6503
C -3.3903 -0.4251 0.1467
C 3.0030 0.5997 0.5969
C 0.0284 0.3134 3.5502
C 3.6226 -1.0909 -4.8643
C 1.8378 -0.4245 0.5003
C 5.3311 0.9049 -0.2873
C -0.8641 1.0963 -0.2803
C 2.0624 0.4307 -3.6358
H 6.1622 0.4045 -0.7844
H 0.8419 1.9527 1.3092
H 2.7274 -1.2843 -5.4554
H -0.9526 1.3913 1.6588
H 1.3804 2.6742 2.8878
H 0.7128 2.9426 -2.0968
H -0.6125 0.3673 2.6702
H -2.4621 1.5994 1.9061
H 3.3489 0.7425 1.6207
H -5.1054 -2.9606 1.1083
H 0.1205 3.6161 0.6999
H -1.8048 -3.7392 1.9158
H 0.0092 1.7041 -0.5169
H 1.1090 4.4903 2.0195
H 0.7762 0.3543 -1.3114
H -3.0318 -1.3094 -0.3800
H 0.1253 2.2904 -3.6107
H 2.3886 -1.3521 0.6561
H 2.5661 2.5460 1.6508
H 0.0607 1.1946 -2.3026
H -3.4827 -3.5491 2.4486
H -0.7627 -1.3104 1.9440
H 2.8599 1.6229 0.2495
H -1.7197 -4.5932 -0.9135
H -3.4110 2.0354 3.8427
H -0.9227 3.0136 1.3747
H 1.0371 0.1404 3.1749
H 3.5556 1.0728 -4.9294
H 0.1107 -1.4823 4.0891
H -0.3556 -3.0407 -2.0505
H 1.8595 -0.3382 -2.8903
H -1.7387 1.7309 -0.4239
H -1.3842 -1.9695 -3.0231
H 0.0837 0.2368 1.3202
H 5.2428 1.8589 -0.8071
H -0.5324 -1.2605 -1.6395
H -2.0638 -2.8309 -0.9464
H 3.7490 -1.8622 -4.1046
H 4.4200 -1.1213 -5.6069
H -1.8541 -1.7188 3.3734
H 1.9179 -0.7670 -1.6882
H -2.4468 0.6513 4.3553
H 0.4352 -1.2064 1.8104
H -1.0177 4.4767 0.1942
H -4.1062 -0.8914 0.8236
H 5.7845 1.1058 0.6834
H -4.1109 0.4728 3.9925
H -1.1840 2.8703 2.8589
H -3.7580 -4.9405 0.6277
H -3.1946 -3.9642 -1.6700
H -0.8397 0.3318 -1.0568
H -0.1238 1.3315 3.9085
H 1.3301 -2.0736 -2.9383
H 1.5057 0.2059 -4.5456
H -2.5706 0.0682 0.6690
H -1.9245 -0.1669 2.4116
H -4.2355 -2.2594 -0.0026
H 0.4738 -1.3526 -0.8857
H -4.5087 1.1458 -0.2747
H 5.2912 0.9236 -3.5320
H 4.0286 1.0298 -2.5451
*
```

Energy above the lowest of the compared OMol25 structures with the same formula, charge and spin = 466.26 kcal per mole
Gap between HOMO and LUMO = 6.21 eV

The following is a quantum chemistry calculation of 8 unconnected molecules or ions with the total composition C5H25NO9 at a distorted geometry, from OMol25.

```
! wB97M-V def2-TZVPD RIJCOSX def2/J DEFGRID3
* xyz 0 1
O -3.3102 -2.7227 0.1561
O 2.5225 -1.4519 1.5892
O 0.6806 -0.2384 3.6131
O -2.2506 -0.4091 2.4537
O -0.7878 2.3510 -3.2378
O -1.3252 -2.0859 -1.5762
O 2.8813 1.3590 1.0108
O 0.6872 -0.1524 -4.1994
O 0.8494 3.1769 0.0540
N -1.4399 1.6081 -0.4255
C 0.1841 -0.1690 0.4919
C -1.8588 0.5264 1.8237
C -1.3715 0.3240 0.3557
C -0.2051 -2.3507 -0.6728
C 0.7137 -1.0770 -0.5874
H 3.2402 2.1071 0.4828
H 1.8265 -1.4148 -0.4492
H -2.5216 -2.7426 -0.2999
H 0.4335 -3.2060 -0.9802
H -2.1492 -0.4219 -0.0078
H 1.1311 3.0350 0.9837
H 1.7388 -1.6830 1.9936
H -0.1255 -0.5967 4.1702
H -1.4167 1.8058 -2.6408
H -2.2191 2.1735 -0.0600
H 3.0753 0.5721 0.4664
H 1.5088 0.3100 -3.8726
H 0.8510 0.7649 0.4938
H 0.6781 -0.4265 -1.5089
H -0.5333 2.1111 -0.2405
H 0.6358 0.7645 3.9120
H -0.8990 -1.9408 -2.3691
H -0.7247 -2.7613 0.2178
H 1.4205 2.5944 -0.4055
H -3.2032 -2.0779 0.8947
H 2.9650 -2.2510 1.1376
H -1.4483 1.4928 2.2344
H 0.1077 0.6200 -3.9014
H 0.2097 -0.5931 1.4759
H -0.5513 3.0760 -2.5761
*
```

Energy above the lowest of the compared OMol25 structures with the same formula, charge and spin = 99.00 kcal per mole
Gap between HOMO and LUMO = 9.25 eV

The following is a quantum chemistry calculation of a molecular structure, C17H35N2O4PdS3 at a distorted geometry, from OMol25.

```
! wB97M-V def2-TZVPD RIJCOSX def2/J DEFGRID3
* xyz 1 3
Pd 0.3212 8.3027 -1.4252
S -7.8832 -3.6326 0.1310
S -0.5761 6.0465 -6.5910
S -0.1686 1.3450 7.7811
O -1.2179 3.9256 -0.3384
O 0.0651 6.7225 -5.3503
O -6.9453 -4.8170 0.0048
O 0.9407 2.2515 8.3414
N 6.6476 0.7487 -2.9737
N 3.3157 -6.9371 1.1164
C -1.3293 2.8584 0.5536
C 6.8512 0.9256 -5.2869
C -0.7071 1.5004 0.0452
C -7.0834 -2.6611 1.4744
C 0.1729 4.3376 -6.5955
C 3.6151 -6.8811 3.3450
C 7.4567 1.1491 -4.0303
C -0.3462 0.0123 9.0993
C -2.7835 2.5390 0.9445
C -7.4178 -2.5656 -1.3820
C 0.4944 0.2616 6.4504
C 3.3730 -5.6239 2.9156
C 3.4663 -7.7060 2.2232
C -2.3021 5.6101 -6.2815
C 3.2090 -5.6453 1.5100
C 5.4879 0.2956 -3.6384
C 5.6251 0.3490 -5.0295
H -0.4400 3.7595 -7.2871
H -2.8536 6.5457 -6.1895
H 0.5983 -0.4753 9.3407
H -3.4255 2.1976 0.1324
H -0.9875 -0.7712 8.6954
H -0.1172 -0.5137 5.9888
H 3.4973 -8.7784 2.0990
H -2.6502 5.1041 -5.3810
H 6.9472 0.5507 -2.0297
H 0.9101 0.9411 5.7064
H 0.0681 3.8271 -5.6382
H 4.9205 -0.0208 -5.7596
H 1.4045 -0.1635 6.8736
H -2.6433 4.9312 -7.0630
H 3.3296 -4.7987 3.6109
H -3.2121 3.3462 1.5384
H -7.7423 -3.1809 -2.2212
H 3.1754 -7.1235 0.1337
H 0.3743 1.5764 -0.0681
H 7.0574 1.1883 -6.3139
H -0.9183 0.6945 0.7481
H -7.0737 -3.2412 2.3971
H 1.1697 4.3602 -7.0360
H 4.6365 -0.0545 -3.0736
H -0.7245 2.9719 1.4532
H -7.6562 -1.8194 1.8635
H -2.8682 1.6460 1.5638
H -6.3528 -2.3961 -1.5409
H 3.8616 -7.1997 4.3470
H -0.7499 0.2933 10.0720
H -6.0506 -2.4236 1.2191
H 2.9369 -4.8388 0.8451
H -7.9926 -1.6395 -1.3839
H -1.1068 1.2050 -0.9249
H 8.3970 1.5880 -3.7309
*
```

Energy above the lowest of the compared OMol25 structures with the same formula, charge and spin = 107.77 kcal per mole
Gap between HOMO and LUMO (spin up / spin down) = 2.83 / 1.07 eV

The following is a quantum chemistry calculation of a single C5H12NO2PS molecule at a distorted geometry, from OMol25.

```
! wB97M-V def2-TZVPD RIJCOSX def2/J DEFGRID3
* xyz 0 1
S 0.4415 -0.4825 -1.6971
P -0.2546 -2.0974 0.9117
O -0.2441 -1.7874 2.5087
O -0.9633 -3.3013 0.5462
N -0.5788 0.5867 0.5293
C -1.2198 -0.8299 0.2159
C 0.2213 2.2374 -1.0382
C -1.1738 -1.0048 -1.2814
C 1.7956 0.7885 0.3810
C 0.4944 0.8883 -0.3792
H 1.0821 -2.2449 0.5661
H 0.9637 2.4086 -1.6682
H 2.4817 -0.0168 0.0045
H -0.7583 2.3360 -1.5158
H 1.5841 0.3998 1.4274
H 0.0722 -0.8494 2.5880
H 2.3221 1.7817 0.3806
H -2.0747 -0.9533 0.7772
H -1.3770 -1.9887 -1.5743
H 0.2392 3.0668 -0.3632
H -1.8827 -0.2959 -1.7263
H -1.1709 1.3584 0.4072
*
```

Energy above the lowest of the compared OMol25 structures with the same formula, charge and spin = 44.60 kcal per mole
Gap between HOMO and LUMO = 9.65 eV